DFT (wB97M-V/def2-TZVPD) results for C35H30N2O8S5TeZr as an isolated structure in a non-equilibrium geometry.

net charge = -2
max |F| = 4.4 eV/A
LUMO energy = 3.514 eV
electronic energy = -118893.7492 eV
highest occupied orbital energy = -1.66 eV
energy above the lowest of the compared OMol25 structures with the same formula, charge and spin = 454.2 kJ/mol

Last column: Mulliken charge in e.
Geometry (Å):
Zr 0.37 -0.38 -0.48  0.185
S 1.98 -0.48 -2.93  -0.428
C 1.35 -1.76 -3.87  0.730
C 2.08 -2.22 -4.99  -0.788
C 1.65 -3.25 -5.79  -0.463
C 0.44 -3.91 -5.52  -0.656
C -0.29 -3.49 -4.43  -0.325
C 0.14 -2.44 -3.62  -0.351
S -0.96 -1.99 -2.28  -0.077
C -1.88 -0.68 -3.17  -1.494
C -1.50 0.75 -2.87  0.556
C -2.21 1.82 -3.41  -0.949
C -1.76 3.10 -3.16  -0.569
C -0.60 3.31 -2.42  -0.919
C 0.08 2.21 -1.92  1.349
C 1.45 2.37 -1.24  -1.628
S 1.74 1.56 0.40  -0.449
C 3.33 0.72 0.14  0.011
C 4.37 1.68 0.11  -0.326
C 5.70 1.35 0.03  -0.792
C 6.03 0.00 -0.03  -0.588
C 5.03 -0.94 -0.06  -0.936
C 3.63 -0.66 -0.02  1.289
S 2.62 -2.04 -0.23  -0.397
N -0.41 0.98 -2.15  0.967
H 3.02 -1.72 -5.20  0.421
H 2.25 -3.56 -6.64  0.330
H 0.10 -4.73 -6.13  0.347
H -1.22 -3.99 -4.17  0.417
H -2.93 -0.84 -2.95  0.525
H -1.70 -0.86 -4.23  0.742
H -3.09 1.64 -4.01  0.515
H -2.30 3.95 -3.55  0.377
H -0.24 4.31 -2.22  0.444
H 1.58 3.45 -1.10  0.390
H 2.23 2.02 -1.92  0.649
H 4.09 2.72 0.22  0.365
H 6.46 2.13 0.04  0.368
H 7.06 -0.33 -0.07  0.337
H 5.29 -1.99 -0.15  0.410
C -4.70 0.97 -0.32  -1.321
Te -2.99 -0.36 -0.10  0.652
C -4.47 -1.90 0.11  -1.147
C -5.83 -1.25 -0.02  0.657
C -6.99 -2.03 0.07  -0.707
C -8.24 -1.45 -0.04  -0.526
C -8.35 -0.08 -0.25  -0.545
C -7.21 0.69 -0.33  -0.594
C -5.94 0.12 -0.22  0.549
H -4.67 1.52 -1.26  0.427
H -4.65 1.69 0.50  0.360
H -4.34 -2.36 1.09  0.460
H -4.35 -2.68 -0.65  0.440
H -6.89 -3.09 0.23  0.435
H -9.13 -2.07 0.03  0.373
H -9.33 0.38 -0.33  0.375
H -7.29 1.76 -0.49  0.423
C -2.38 2.42 3.02  -0.739
S -0.93 2.58 2.01  1.215
O -1.17 3.68 1.08  -0.756
O 0.16 2.81 2.94  -0.706
O -0.87 1.29 1.31  -0.214
H -2.51 3.34 3.59  0.369
H -2.22 1.57 3.68  0.285
H -3.25 2.24 2.38  -0.027
O 0.93 -1.71 3.75  -0.795
C 1.78 -0.99 3.21  -0.261
O 1.83 -0.50 2.05  0.236
C 3.02 -0.65 4.07  -0.104
C 3.12 -1.15 5.37  -0.579
C 4.23 -0.88 6.15  -0.468
C 5.24 -0.10 5.61  0.120
C 5.17 0.42 4.33  -0.556
C 4.05 0.13 3.56  0.434
N 6.42 0.20 6.43  0.999
O 6.46 -0.25 7.57  -0.661
O 7.30 0.90 5.96  -0.644
H 2.30 -1.76 5.72  0.498
H 4.33 -1.26 7.16  0.454
H 5.98 1.02 3.94  0.480
H 3.98 0.51 2.55  0.349
O -0.56 -1.51 0.53  -0.826

---

DFT (wB97M-V/def2-TZVPD) results for C39H39CrF3GeO3 as an isolated structure in a non-equilibrium geometry.

⟨S²⟩ = 6.026
net charge = -2
max |F| = 1.5 eV/A
spin multiplicity = 5
LUMO energy (spin up / spin down) = 4.073 / 4.073 eV
electronic energy = -140307.6835 eV
highest occupied orbital energy (spin up / spin down) = -0.77 / -2.14 eV
energy above the lowest of the compared OMol25 structures with the same formula, charge and spin = 52.7 kJ/mol

Last column: Mulliken charge in e.
Geometry (Å):
Cr -1.13 -1.25 1.15  -0.092
F -4.03 -9.42 -2.36  -0.281
C -2.69 -9.36 -2.05  0.858
F -2.52 -10.45 -1.24  -0.286
F -2.07 -9.69 -3.20  -0.300
C -2.27 -8.08 -1.47  0.386
C -1.33 -7.25 -2.11  -0.484
C -1.03 -6.02 -1.58  -0.657
C -1.64 -5.55 -0.40  0.527
C -2.55 -6.42 0.26  -0.565
C -2.86 -7.64 -0.26  -0.714
C -1.37 -4.27 0.10  -0.170
C -1.18 -3.12 0.48  -0.574
H -0.85 -7.60 -3.01  0.388
H -0.31 -5.38 -2.08  0.492
H -3.02 -6.08 1.17  0.397
H -3.56 -8.30 0.24  0.337
O -2.42 1.75 1.01  -0.474
C -1.63 1.59 1.95  0.544
O -0.89 0.59 2.15  -0.814
C -1.46 2.75 2.95  -0.602
C -1.06 4.03 2.22  -1.062
Ge 0.31 3.72 0.77  1.787
C -0.39 2.59 -0.70  -0.725
C 0.04 1.28 -0.82  -0.318
C -0.56 0.42 -1.73  -0.373
C -1.57 0.89 -2.55  -0.619
C -1.99 2.20 -2.45  -0.893
C -1.41 3.04 -1.51  0.271
C 2.03 3.10 1.55  0.042
C 2.17 2.83 2.91  -0.326
C 3.40 2.53 3.46  -0.595
C 4.54 2.50 2.67  -0.504
C 4.42 2.78 1.31  -0.455
C 3.19 3.08 0.77  -0.372
C 0.81 5.45 -0.09  -0.099
C 0.87 5.55 -1.49  0.002
C 1.38 6.66 -2.12  -0.713
C 1.87 7.73 -1.37  -0.367
C 1.84 7.64 0.02  -0.627
C 1.32 6.53 0.64  -0.343
H -0.72 2.46 3.70  0.219
H -2.42 2.90 3.46  0.401
H -0.70 4.78 2.93  0.337
H -1.93 4.44 1.72  0.549
H 0.82 0.91 -0.18  0.610
H -0.23 -0.61 -1.80  0.452
H -2.05 0.22 -3.26  0.299
H -2.79 2.57 -3.08  0.308
H -1.78 4.06 -1.40  0.459
H 1.30 2.84 3.54  0.021
H 3.48 2.31 4.52  0.381
H 5.50 2.26 3.10  0.346
H 5.30 2.76 0.68  0.326
H 3.11 3.32 -0.29  0.457
H 0.51 4.72 -2.08  0.233
H 1.40 6.71 -3.20  0.378
H 2.29 8.60 -1.86  0.350
H 2.23 8.46 0.62  0.359
H 1.30 6.47 1.72  0.290
C 4.42 -1.09 0.83  -1.576
C 3.32 -1.28 -0.22  2.584
C 3.54 -2.60 -0.98  -1.925
C 3.37 -0.12 -1.22  -1.450
C 1.99 -1.31 0.41  -1.022
C 0.85 -1.32 0.83  0.614
H 5.40 -1.03 0.35  0.369
H 4.43 -1.92 1.54  0.385
H 4.25 -0.16 1.38  0.183
H 4.52 -2.60 -1.46  0.403
H 2.77 -2.73 -1.73  0.385
H 3.48 -3.45 -0.29  0.371
H 4.32 -0.12 -1.77  0.506
H 3.27 0.83 -0.69  0.024
H 2.55 -0.21 -1.94  0.281
C -4.29 -0.38 -0.38  -1.126
C -4.18 -1.30 0.85  0.603
C -4.50 -2.75 0.43  -1.265
O -2.96 -1.21 1.42  -0.501
H -5.31 -0.35 -0.78  0.514
H -3.60 -0.75 -1.15  0.110
H -3.98 0.62 -0.09  0.137
H -4.96 -0.98 1.59  0.094
H -3.78 -3.07 -0.32  0.147
H -5.51 -2.83 0.03  0.486
H -4.40 -3.41 1.29  0.264

---

DFT (wB97M-V/def2-TZVPD) results for one molecule with the formula H2N2O3S in a non-equilibrium geometry.

net charge = 0
max |F| = 6.0 eV/A
LUMO energy (spin up / spin down) = -3.429 / -3.428 eV
electronic energy = -19984.6112 eV
highest occupied orbital energy (spin up / spin down) = -10.44 / -10.44 eV
energy above the lowest of the compared OMol25 structures with the same formula, charge and spin = 316.3 kJ/mol

Last column: Mulliken charge in e.
Geometry (Å):
N 0.61 1.27 0.92  -0.602
N 0.10 -1.20 -0.01  0.300
O -1.70 0.56 0.58  -0.502
O -0.12 0.53 -1.46  -0.543
O -0.71 -2.12 -0.03  -0.224
S -0.41 0.49 0.04  1.005
H 1.18 1.68 0.31  0.271
H 1.07 -1.21 -0.35  0.295

---

DFT (wB97M-V/def2-TZVPD) results for an isolated ion of composition C7H15ClN and charge +1 in a non-equilibrium geometry.

net charge = +1
max |F| = 4.3 eV/A
LUMO energy = -3.910 eV
electronic energy = -21507.3016 eV
highest occupied orbital energy = -14.12 eV
energy above the lowest of the compared OMol25 structures with the same formula, charge and spin = 148.7 kJ/mol

Last column: Mulliken charge in e.
Geometry (Å):
C -1.53 -1.52 0.51  -0.861
C -0.31 -0.77 1.13  -0.912
C -2.14 -0.96 -0.79  -0.379
C 0.86 1.03 0.04  2.021
C 0.13 2.06 0.73  -1.663
C 1.90 1.52 -0.89  -1.846
C 1.36 -1.30 -0.47  -1.086
N 0.61 -0.21 0.18  0.099
Cl -2.89 0.66 -0.43  -0.198
H -1.42 -2.55 0.27  0.389
H -2.24 -1.35 1.25  0.457
H -0.66 -0.02 1.71  0.478
H 0.10 -1.58 1.85  0.281
H -3.07 -1.63 -1.09  0.377
H -0.99 2.12 0.68  0.274
H 0.43 3.12 0.57  0.355
H 0.15 1.99 1.80  0.455
H 2.87 1.01 -0.80  0.470
H 2.14 2.56 -0.73  0.432
H 1.60 1.46 -1.91  0.411
H 2.05 -0.86 -1.10  0.404
H 1.87 -1.88 0.21  0.425
H 0.67 -2.00 -0.96  0.331
H -1.50 -0.88 -1.78  0.284

---

DFT (wB97M-V/def2-TZVPD) results for C25H29NO7PRhSi as an isolated structure in a non-equilibrium geometry.

net charge = 0
max |F| = 2.8 eV/A
LUMO energy = -0.999 eV
electronic energy = -62395.8300 eV
highest occupied orbital energy = -8.47 eV
energy above the lowest of the compared OMol25 structures with the same formula, charge and spin = 155.4 kJ/mol

Last column: Mulliken charge in e.
Geometry (Å):
Rh 0.39 -0.21 -0.78  0.343
O 2.09 -0.52 -4.56  -0.683
C 1.52 -0.22 -3.53  0.175
O 1.62 -0.83 -2.38  -0.711
C 0.60 0.99 -3.51  0.163
C 0.41 1.89 -4.54  -0.604
C -0.47 2.95 -4.33  -0.397
C -1.13 3.08 -3.11  -0.786
C -0.87 2.14 -2.14  0.395
N -0.04 1.14 -2.37  0.953
C -1.46 2.11 -0.73  -0.154
O -2.36 2.87 -0.45  -0.707
O -0.89 1.25 0.07  -0.232
H 0.95 1.75 -5.47  0.580
H -0.64 3.68 -5.12  0.446
H -1.82 3.89 -2.90  0.577
C 3.89 -1.43 2.91  -1.092
C 3.45 -1.33 1.47  -0.145
O 3.19 0.05 1.14  -0.304
P 1.69 0.54 0.95  0.620
O 0.98 0.42 2.35  0.265
C 0.64 1.51 3.24  -0.158
C 0.24 0.92 4.56  -1.093
O 1.91 2.09 0.77  -0.418
C 2.71 2.57 -0.35  -0.271
C 4.01 3.14 0.16  -1.402
H 4.19 -2.46 3.15  0.421
H 3.08 -1.14 3.58  0.138
H 4.75 -0.77 3.09  0.306
H 2.55 -1.93 1.29  0.071
H 4.23 -1.67 0.79  0.423
H -0.17 2.07 2.79  0.251
H 1.51 2.17 3.34  0.336
H -0.60 0.23 4.42  0.105
H -0.07 1.71 5.24  0.401
H 1.07 0.37 5.01  0.288
H 2.11 3.34 -0.84  0.368
H 2.88 1.76 -1.06  0.270
H 3.83 4.00 0.79  0.337
H 4.64 3.43 -0.68  0.405
H 4.54 2.38 0.74  0.274
C -3.16 -2.74 -4.04  -0.385
C -2.32 -3.72 -3.54  -0.605
C -1.62 -3.51 -2.36  -0.556
C -1.77 -2.31 -1.66  0.523
C -2.61 -1.32 -2.19  0.243
C -3.31 -1.54 -3.36  -0.994
Si -0.82 -2.07 -0.08  0.799
C -1.85 -1.63 1.42  0.522
C -2.87 -0.68 1.40  -0.010
C -3.61 -0.42 2.54  -0.867
C -3.34 -1.10 3.72  -0.364
C -2.31 -2.03 3.76  -0.772
C -1.57 -2.29 2.62  -0.189
H -3.71 -2.91 -4.96  0.387
H -2.20 -4.66 -4.07  0.386
H -0.96 -4.27 -1.98  0.322
H -2.72 -0.36 -1.68  0.086
H -3.96 -0.77 -3.75  0.428
H -0.17 -3.36 0.26  -0.358
H -3.08 -0.12 0.50  0.141
H -4.40 0.32 2.51  0.426
H -3.92 -0.89 4.61  0.391
H -2.09 -2.55 4.68  0.386
H -0.77 -3.02 2.66  0.303